Arrangement 1

Here is a single C5H2BrNO molecule from OMol25. Energies are from ωB97M-V/def2-TZVPD.

- HOMO level (spin up / spin down) (eV) = -9.05 / -9.04
- gap between HOMO and LUMO (spin up / spin down) (eV) = 7.505 / 6.087

Bonds (Å) are listed after each position.
Element x y z (Å)
1 C 1.630 -1.249 -0.024  C2 1.261, C3 1.408
2 C 2.556 -2.102 -0.090  C1 1.261
3 C 0.225 -1.175 0.012  C1 1.408, C5 1.351, H9 1.083
4 C 0.276 1.237 -0.051  C5 1.438, N6 1.255, H10 1.085
5 C -0.448 -0.005 -0.026  C3 1.351, C4 1.438, Br8 1.903
6 N 1.530 1.208 -0.032  C4 1.255, O7 1.195
7 O 2.576 1.785 -0.026  N6 1.195
8 Br -2.350 0.061 -0.027  C5 1.903
9 H -0.332 -2.101 0.077  C3 1.083
10 H -0.266 2.177 -0.058  C4 1.085

These are the Löwdin partial charges, in e, on atoms 1 to 2: -0.174 0.146

=====

Arrangement 2

Here is a 2-piece molecular cluster, C5H2BrNO overall from OMol25. Energies are from ωB97M-V/def2-TZVPD.

- HOMO level (eV) = -9.54
- SMILES string = C#CC#[N+][O-].C#CBr
- gap between HOMO and LUMO (eV) = 9.859

Bonds (Å) are listed after each position.
Element x y z (Å)
1 C 1.352 0.452 1.146  C2 1.341, C3 1.236
2 C 1.527 -0.068 -0.078  C1 1.341, N6 1.167
3 C 1.526 0.894 2.287  C1 1.236, H9 1.057
4 C -1.832 -1.150 -2.002  C5 1.204, H10 1.053
5 C -1.960 -1.321 -0.817  C4 1.204, Br8 1.811
6 N 1.630 -0.731 -1.033  C2 1.167, O7 1.199
7 O 1.853 -1.360 -2.029  N6 1.199
8 Br -2.169 -1.099 0.968  C5 1.811
9 H 1.741 1.194 3.278  C3 1.057
10 H -1.657 -1.378 -3.015  C4 1.053

These are the Löwdin partial charges, in e, on atoms 1 to 2: -0.124 -0.034

=====

Most stable one: arrangement 2, least stable one: arrangement 1.